Entry 1:
# C3H7NO7

C3H7NO7 as an isolated structure (wB97M-V/def2-TZVPD, the Open Molecules 2025 dataset).

```
18
C3H7NO7 (wB97M-V/def2-TZVPD)
C -1.9562 -2.5878 5.2646
C -0.9821 -1.6460 4.5946
C 0.4823 -1.7350 5.0585
O 1.2725 -1.2648 4.0277
N 2.7398 -1.2961 4.6556
O 3.6181 -0.9410 3.8962
O 2.7084 -1.6685 5.8031
O -1.2462 -0.2620 4.9069
O -2.5762 0.0275 4.5465
H -1.6982 -3.6336 5.0255
H -1.8364 -2.4684 6.3483
H -2.9757 -2.3654 4.9091
H -1.0277 -1.8744 3.5127
H 0.5072 -1.2336 6.0392
H 0.7078 -2.7836 5.2987
H -2.7146 1.1766 4.5687
O -2.8405 2.4071 4.5331
O -1.8330 3.0016 5.0392
```

Properties
LUMO energy (spin up / spin down) in hartree: -0.087 / -0.126
Net charge: 0
ΔE to the lowest compared entry with this formula, charge and spin in eV: 2.208
Frontier orbital gap (spin up / spin down) in eV: 7.361 / 5.844
F_max in eV/A: 4.5

Entry 2:
# C3H7NOS

A 2-piece molecular cluster, C3H7NOS overall (wB97M-V/def2-TZVPD, the Open Molecules 2025 dataset).

```
13
C3H7NOS (wB97M-V/def2-TZVPD)
C 0.5249 -1.2134 -1.9817
C -0.6638 0.1634 2.3384
C 0.1725 0.1045 -1.3487
N -0.0293 1.2531 -1.3349
O -0.2552 2.3455 -1.0224
S 0.7179 -0.1269 1.0494
H 0.4111 -1.0619 -3.0166
H 1.5025 -1.5420 -1.6353
H -0.3688 -1.7733 -1.7858
H -0.5529 -0.6871 3.1208
H -1.6708 0.3572 2.1568
H -0.2572 0.9188 2.8850
H 0.4691 1.2622 0.5750
```

Properties
LUMO energy in hartree: 0.028
Net charge: 0
ΔE to the lowest compared entry with this formula, charge and spin in eV: 5.498
Frontier orbital gap in eV: 8.888
F_max in eV/A: 6.2

Entry 3:
# C3H7NOS

A 2-piece molecular cluster, C3H7NOS overall (wB97M-V/def2-TZVPD, the Open Molecules 2025 dataset).

```
13
C3H7NOS (wB97M-V/def2-TZVPD)
C -2.3856 -0.2987 -0.7476
C -1.1948 -0.2487 -0.8063
C -3.8728 -0.2192 -0.6239
N 2.8957 0.3830 1.5056
O 4.6158 0.1004 -0.2494
S 3.0566 -0.4726 0.0646
H 4.5888 1.1127 -0.3896
H -0.2257 -0.0416 -0.9994
H -4.0925 -0.8056 0.2249
H -4.3290 0.7775 -0.6413
H -4.2298 -0.8732 -1.3581
H 1.8356 0.6647 1.7472
H 3.3377 -0.0788 2.2733
```

Properties
LUMO energy in hartree: 0.029
Net charge: 0
ΔE to the lowest compared entry with this formula, charge and spin in eV: 4.126
Frontier orbital gap in eV: 9.335
F_max in eV/A: 3.9

Entry 4:
# C3H7NOS

One molecule with the formula C3H7NOS (wB97M-V/def2-TZVPD, the Open Molecules 2025 dataset).

```
13
C3H7NOS (wB97M-V/def2-TZVPD)
C 0.5517 -1.2393 0.5796
C 0.1711 -0.3923 -0.7381
C -1.0436 0.3815 -0.2116
H -0.3380 -1.8093 0.6858
H 0.7323 -0.6663 1.4410
H 1.5819 -1.8131 0.4653
H -0.1701 -0.9383 -1.6269
H 0.8033 1.2806 -1.6378
H -1.1303 1.9876 1.1351
H 0.5905 1.5078 0.7226
N -0.4320 1.3757 0.5746
O 1.3192 0.4905 -0.9867
S -2.6359 -0.1652 -0.4030
```

Properties
LUMO energy in hartree: 0.010
Net charge: 0
ΔE to the lowest compared entry with this formula, charge and spin in eV: 2.382
Frontier orbital gap in eV: 8.969
F_max in eV/A: 5.6

Entry 5:
# C3H7NOS

One molecule with the formula C3H7NOS (wB97M-V/def2-TZVPD, the Open Molecules 2025 dataset).

```
13
C3H7NOS (wB97M-V/def2-TZVPD)
O -1.3637 -2.0222 0.4246
C -1.2296 -1.0921 -0.3216
C 0.0563 -0.3090 -0.4856
C -0.1572 0.9340 0.4129
S 1.3515 1.9327 0.4154
N 1.2806 -0.9824 -0.1211
H -2.0942 -0.7101 -0.9007
H 0.1501 0.0661 -1.5091
H -0.4582 0.6133 1.4094
H -0.9751 1.5240 0.0145
H 0.7476 3.1273 0.4846
H 1.2562 -1.2675 0.8524
H 1.4356 -1.8141 -0.6756
```

Properties
LUMO energy in hartree: 0.029
Net charge: 0
ΔE to the lowest compared entry with this formula, charge and spin in eV: 1.157
Frontier orbital gap in eV: 9.964
F_max in eV/A: 0.6

Entry 6:
# C3H7NOS

One molecule with the formula C3H7NOS (wB97M-V/def2-TZVPD, the Open Molecules 2025 dataset).

```
13
C3H7NOS (wB97M-V/def2-TZVPD)
C -1.2462 0.4269 0.6963
C -0.1636 -0.1610 -0.2460
C 1.2511 0.4605 -0.0882
H -0.9837 0.1845 1.7757
H -2.2553 -0.0477 0.5342
H -1.2093 1.5712 0.6012
H -0.1925 0.4409 -1.2858
H -0.6249 -2.3595 -0.9293
H 0.9822 -2.0976 -0.2445
H 0.4594 1.9337 -0.4227
N -0.0126 -1.6671 -0.3589
O 1.3975 1.7865 -0.4038
S 2.5977 -0.4712 0.3718
```

Properties
LUMO energy in hartree: 0.005
Net charge: 0
ΔE to the lowest compared entry with this formula, charge and spin in eV: 2.726
Frontier orbital gap in eV: 8.889
F_max in eV/A: 4.3

Entry 7:
# C3H7NOS

One molecule with the formula C3H7NOS (wB97M-V/def2-TZVPD, the Open Molecules 2025 dataset).

```
13
C3H7NOS (wB97M-V/def2-TZVPD)
C -0.4014 0.2615 -0.4304
C -1.0039 -0.1755 0.9104
S -2.5650 -1.0779 0.7588
C 0.9758 0.8295 -0.1976
N 2.0394 0.0165 -0.5035
O 1.1226 1.9128 0.3254
H -0.4155 -0.5533 -1.1584
H -1.0079 1.0342 -0.8909
H -0.2833 -0.7758 1.4529
H -1.2203 0.7231 1.4808
H -2.1255 -1.9704 -0.1354
H 2.9500 0.4343 -0.3725
H 1.9350 -0.6591 -1.2397
```

Properties
LUMO energy in hartree: 0.027
Net charge: 0
ΔE to the lowest compared entry with this formula, charge and spin in eV: 0.079
Frontier orbital gap in eV: 9.982
F_max in eV/A: 0.6

Entry 8:
# C3H7NOS

A 2-piece molecular cluster, C3H7NOS overall (wB97M-V/def2-TZVPD, the Open Molecules 2025 dataset).

```
13
C3H7NOS (wB97M-V/def2-TZVPD)
C 1.2622 -1.1558 0.2101
C 1.0403 -0.0438 -0.1957
C 1.3994 -2.5609 0.5039
N -2.9042 0.4858 1.1381
O -1.8792 2.1339 -0.6045
S -2.7909 0.6519 -0.4968
H -2.4028 2.8937 -0.9386
H 0.9711 0.9773 -0.3586
H 1.4283 -2.8345 1.5829
H 0.4864 -3.1109 0.2455
H 2.2101 -2.8822 -0.1736
H -3.8442 0.3602 1.3716
H -2.2158 0.1017 1.7003
```

Properties
LUMO energy (spin up / spin down) in hartree: 0.026 / -0.069
⟨S²⟩: 2.006
2S+1: 3
Net charge: 0
ΔE to the lowest compared entry with this formula, charge and spin in eV: 3.281
Frontier orbital gap (spin up / spin down) in eV: 5.709 / 8.015
F_max in eV/A: 3.0

Entry 9:
# C3H7NOS2

C3H7NOS2 as an isolated structure (wB97M-V/def2-TZVPD, the Open Molecules 2025 dataset).

```
14
C3H7NOS2 (wB97M-V/def2-TZVPD)
C 1.0768 0.4208 0.5781
C -1.7521 0.1687 0.4812
C -0.5046 -0.6974 0.7229
N 1.4957 0.2629 -0.6386
O 1.4821 0.9811 1.5473
S -0.4143 -2.0012 -0.5443
S 3.1089 0.8589 -1.0209
H -1.5996 0.4823 -0.5017
H -1.8687 1.0318 1.0640
H -2.7087 -0.3997 0.5491
H -0.5599 -1.1415 1.6947
H 1.0678 -0.3807 -1.2326
H -1.6175 -1.7071 -1.1921
H 2.7941 2.1213 -1.5072
```

Properties
LUMO energy in hartree: 0.021
Net charge: 0
ΔE to the lowest compared entry with this formula, charge and spin in eV: 2.272
Frontier orbital gap in eV: 9.466
F_max in eV/A: 5.7